{"formula": "C32H80As3F18N5O7", "method": "wB97M-V/def2-TZVPD", "elements": ["C", "C", "N", "C", "C", "C", "C", "C", "O", "C", "H", "H", "H", "H", "H", "H", "H", "H", "H", "H", "H", "H", "H", "H", "H", "H", "H", "H", "H", "H", "C", "C", "N", "C", "C", "C", "C", "C", "O", "C", "H", "H", "H", "H", "H", "H", "H", "H", "H", "H", "H", "H", "H", "H", "H", "H", "H", "H", "H", "H", "C", "C", "N", "C", "C", "C", "C", "C", "O", "C", "H", "H", "H", "H", "H", "H", "H", "H", "H", "H", "H", "H", "H", "H", "H", "H", "H", "H", "H", "H", "C", "C", "N", "C", "C", "C", "C", "C", "O", "C", "H", "H", "H", "H", "H", "H", "H", "H", "H", "H", "H", "H", "H", "H", "H", "H", "H", "H", "H", "H", "N", "O", "O", "O", "As", "F", "F", "F", "F", "F", "F", "As", "F", "F", "F", "F", "F", "F", "As", "F", "F", "F", "F", "F", "F"], "coordinates": [[2.6208, -2.7339, -0.4233], [1.5995, -2.6189, 0.7134], [1.8681, -3.5054, 1.8717], [0.8941, -2.9699, 2.9362], [1.5241, -4.9209, 1.4556], [1.7403, -5.9402, 2.5778], [3.3267, -3.4375, 2.4405], [3.8807, -2.0291, 2.8274], [4.1311, -1.2714, 1.6797], [4.0803, 0.0818, 1.9275], [2.2692, -3.5865, -1.0556], [3.6373, -2.6350, -0.0294], [2.4589, -1.8432, -1.1091], [0.5781, -2.8917, 0.3914], [1.5495, -1.6165, 1.1467], [0.9543, -3.5991, 3.8366], [-0.0677, -3.1088, 2.4988], [1.1625, -1.9313, 3.2003], [2.0475, -5.1236, 0.5262], [0.4447, -4.9177, 1.2082], [1.4474, -6.8780, 2.1323], [1.1406, -5.7610, 3.4938], [2.7885, -5.9173, 2.7086], [3.9060, -3.9245, 1.6639], [3.2894, -3.9948, 3.3706], [4.7970, -2.2421, 3.4128], [3.1502, -1.6037, 3.4489], [3.1702, 0.3919, 2.3880], [4.1276, 0.6200, 0.9741], [4.9782, 0.3658, 2.4832], [5.3316, 0.1956, -3.0856], [3.9253, 0.9215, -2.7816], [3.5258, 1.9166, -3.8014], [4.4815, 2.9966, -3.8097], [3.3507, 1.3752, -5.1384], [2.5164, 0.1062, -5.1832], [2.2367, 2.6077, -3.3415], [1.8901, 3.9716, -4.0281], [0.5010, 3.9908, -4.1946], [-0.1534, 5.2498, -4.3168], [5.5935, -0.4749, -2.3038], [6.0004, 0.9698, -3.3143], [5.1134, -0.3669, -3.9633], [3.9685, 1.4844, -1.8641], [3.1415, 0.2258, -2.6437], [5.4647, 2.6404, -4.0781], [4.4803, 3.5972, -2.8785], [4.2189, 3.6129, -4.6322], [4.3628, 1.2110, -5.5294], [2.8728, 2.1713, -5.7567], [2.9109, -0.8062, -4.7511], [2.5336, -0.1708, -6.2565], [1.4946, 0.2919, -4.9002], [2.4141, 2.7672, -2.2748], [1.4216, 1.9109, -3.4736], [2.2749, 4.0519, -5.0169], [2.2998, 4.8022, -3.5236], [-0.0600, 5.8647, -3.3879], [-1.1610, 4.9635, -4.6068], [0.2268, 5.8342, -5.1345], [-2.2617, 4.0221, 3.6084], [-2.2224, 3.9861, 2.0983], [-1.0358, 3.1857, 1.4911], [0.2452, 3.6581, 2.1447], [-1.1807, 1.6802, 1.7731], [0.0747, 0.8848, 1.4191], [-1.0204, 3.4228, 0.0298], [-0.8788, 4.8764, -0.4893], [-2.0438, 5.6365, -0.4283], [-3.0035, 5.2184, -1.4460], [-2.4497, 2.9794, 3.9735], [-3.1656, 4.5941, 3.8622], [-1.3150, 4.3653, 4.0560], [-2.2133, 4.8725, 1.4978], [-3.1227, 3.4913, 1.7679], [0.3187, 4.7406, 2.2634], [1.0762, 3.3668, 1.5081], [0.3170, 3.2756, 3.1378], [-2.0908, 1.2572, 1.2567], [-1.3023, 1.6070, 2.8513], [0.1022, 0.6963, 0.3581], [-0.0582, 0.0232, 2.1119], [0.9711, 1.3266, 1.7954], [-1.9261, 2.9819, -0.3085], [-0.1607, 2.8635, -0.3556], [-0.5515, 4.7274, -1.5574], [-0.0251, 5.4117, -0.0051], [-3.5378, 6.1296, -1.7187], [-3.6276, 4.4408, -1.0422], [-2.4449, 4.9554, -2.3397], [-5.2908, -1.5204, -1.2535], [-4.0259, -2.2344, -0.8285], [-4.0581, -3.4099, 0.1616], [-2.6933, -4.0419, 0.0686], [-4.4345, -2.9389, 1.6289], [-3.4019, -2.1128, 2.2667], [-5.1809, -4.4114, -0.2819], [-4.9441, -5.8873, 0.0928], [-4.1110, -6.5726, -0.8139], [-4.8975, -7.2555, -1.7902], [-5.8407, -1.1707, -0.3937], [-5.8729, -2.0291, -2.0291], [-4.9629, -0.5603, -1.6418], [-3.3621, -1.5248, -0.3320], [-3.4030, -2.6700, -1.6142], [-2.6100, -4.4959, -0.9124], [-2.5791, -4.7998, 0.8343], [-1.9050, -3.2206, 0.0703], [-4.7540, -3.8729, 2.1800], [-5.3092, -2.3240, 1.4378], [-3.6716, -2.0891, 3.3393], [-3.5539, -1.0979, 1.8683], [-2.4250, -2.6752, 2.2168], [-5.1391, -4.3780, -1.3936], [-6.1085, -4.0533, 0.1232], [-5.9344, -6.4039, 0.1080], [-4.6251, -5.9192, 1.1209], [-5.8275, -7.6314, -1.3828], [-4.2921, -8.0781, -2.1205], [-5.1477, -6.6199, -2.6060], [-5.2894, 1.1449, 2.3526], [-6.0283, 0.9982, 3.3486], [-4.5996, 2.2326, 2.2269], [-5.1731, 0.2808, 1.4195], [4.0372, 4.4956, 0.1145], [3.9802, 3.8089, 1.6698], [2.9161, 5.6445, 0.5633], [4.0962, 4.9690, -1.4718], [5.1248, 3.1695, -0.3514], [2.6727, 3.4368, -0.3649], [5.3513, 5.4313, 0.4390], [-0.8818, -0.2420, -2.2436], [0.5540, 0.6612, -1.6517], [-0.7989, -1.2911, -0.8201], [-2.2769, -1.0541, -2.8666], [-0.8880, 0.7191, -3.6899], [0.2199, -1.4379, -3.0316], [-1.9380, 0.8943, -1.4789], [1.0493, -0.1015, 5.7234], [-0.0444, 1.1949, 5.3799], [-0.1878, -1.2318, 5.1312], [2.1894, -1.4136, 5.8583], [2.2279, 0.9386, 6.3238], [0.4083, -0.4424, 7.2518], [1.5007, 0.1464, 4.0050]], "atomic_forces_ev_per_a": [[-1.690, 0.950, -0.978], [0.176, 0.842, -0.540], [0.115, 0.412, 1.434], [1.394, -0.953, 0.546], [-1.400, 0.457, 1.053], [-0.768, 0.664, -1.072], [-0.713, 0.774, -0.416], [0.246, -2.196, -1.295], [-0.308, -1.775, -0.280], [1.172, 1.790, -0.796], [1.266, 0.318, 0.438], [-0.211, -0.609, -0.516], [0.102, -0.883, 0.899], [0.519, 0.319, -0.057], [0.107, -0.023, -0.419], [0.105, 0.344, -0.284], [-0.838, 0.412, -0.164], [-0.423, -0.578, -0.294], [0.350, -0.204, 0.205], [0.455, 0.310, -0.020], [0.008, -0.537, 0.187], [0.573, 0.012, -0.629], [1.036, -0.618, 0.935], [0.404, -0.128, 0.213], [0.083, -0.266, -0.103], [-0.276, 0.248, -0.163], [-0.784, 1.085, 1.117], [-0.599, 0.156, 0.783], [0.098, -0.190, 0.018], [-0.269, 0.365, 0.324], [-3.744, 1.110, -0.323], [2.004, -0.604, 0.732], [-1.219, 1.034, 0.991], [1.533, 1.138, 0.050], [0.130, -0.528, -1.108], [0.334, -0.054, -1.870], [-0.054, 0.396, 0.441], [-0.429, -1.618, -0.531], [-0.684, -0.038, 0.708], [0.403, -0.432, 0.525], [0.348, -0.159, 0.774], [1.470, 0.522, 0.092], [0.348, -0.709, -0.812], [0.307, 0.241, 0.431], [-0.902, -0.816, -0.161], [0.312, -0.176, 0.315], [0.045, -0.715, -0.478], [-0.255, 0.865, -0.608], [-0.239, -0.056, -0.086], [0.364, -0.636, 0.446], [0.195, 0.263, 0.736], [-0.417, 0.249, 0.328], [-0.378, -0.192, 0.239], [-0.348, 0.043, -0.156], [-0.220, -0.046, -0.051], [0.843, -0.176, -1.101], [0.222, 1.008, 1.207], [-0.362, -0.513, -0.571], [-0.249, 0.345, 0.492], [0.527, 0.340, -0.544], [0.093, -0.956, -0.071], [0.251, -1.174, -0.671], [-0.198, 0.517, 1.506], [0.055, 0.515, -0.906], [-0.043, 0.240, -0.124], [-1.383, -0.443, 0.978], [1.157, 0.490, -0.094], [1.322, -0.880, -0.273], [-0.532, 0.083, -0.868], [1.139, 1.497, 0.633], [0.106, 0.922, -0.189], [0.583, 0.048, 0.258], [-0.727, 0.306, 0.049], [0.239, 1.051, 0.643], [-0.131, -0.504, -0.159], [-0.573, 0.028, -0.407], [0.082, -0.136, 0.197], [0.092, -0.722, 0.496], [0.831, 0.865, 0.486], [-0.296, 0.132, -0.004], [0.340, -0.473, 0.126], [0.238, -0.125, -1.101], [0.563, 0.450, -0.004], [-0.705, -0.367, -0.628], [-0.246, -0.025, -0.070], [-0.286, 0.171, 0.783], [-0.814, -0.306, -0.115], [-0.408, -0.247, 0.302], [-0.399, -0.352, -0.200], [-0.072, -0.583, -0.114], [0.427, -0.118, -0.006], [1.136, -0.161, 0.472], [-1.351, -0.638, 0.619], [0.320, 1.292, -0.364], [-1.152, -1.661, -1.532], [0.652, -0.587, 1.081], [1.893, -0.140, -1.080], [-1.287, 0.560, -0.114], [-0.472, 0.036, 0.577], [0.650, -0.219, 0.524], [-0.610, -0.328, 0.340], [-0.039, 0.033, 0.421], [0.255, -0.020, -0.431], [-0.100, 0.097, -0.029], [-0.562, 0.431, -0.419], [-0.138, -0.260, -0.044], [0.151, 0.082, 0.186], [-1.072, -1.034, 0.442], [0.565, 0.912, -0.591], [-0.302, -0.034, 0.216], [0.217, 0.247, -0.413], [1.036, -0.187, 0.196], [-0.613, 1.326, -0.042], [-0.420, 0.219, 0.695], [-0.353, 0.349, -0.002], [0.474, 0.600, 0.042], [0.776, -0.401, 0.374], [-0.148, -0.227, 0.297], [0.166, -0.375, -0.369], [-0.109, 0.641, -0.847], [0.709, 1.709, 0.012], [0.893, -0.404, -1.564], [-1.168, -1.883, 0.287], [-0.410, 0.186, 1.072], [-0.393, -4.289, 0.840], [-0.063, -0.285, 0.911], [-1.249, 1.629, 0.313], [-0.302, 1.367, -3.055], [-0.185, -0.159, -0.089], [-0.030, -0.080, 0.152], [1.928, 1.691, 0.890], [1.360, -0.288, -0.875], [-0.899, -0.737, -0.505], [-0.358, 0.480, -0.353], [0.138, -0.471, 0.264], [0.444, -0.021, 0.201], [-0.784, 1.013, 0.573], [0.298, -0.269, 0.362], [-1.473, -0.829, -1.638], [-0.235, 0.326, 0.566], [0.430, -0.067, -0.415], [0.004, -0.193, -0.424], [0.658, 0.794, 0.132], [-0.053, 0.276, 1.017], [0.664, -0.534, 0.433]], "total_energy_ev": -287696.582}